Entry 1:
{
  "formula": "C25H38INO9",
  "method": "ωB97M-V/def2-TZVPD",
  "species": ["C", "C", "C", "N", "C", "O", "C", "C", "C", "C", "C", "I", "H", "H", "H", "H", "H", "H", "H", "H", "H", "H", "H", "H", "H", "H", "O", "C", "O", "C", "C", "C", "H", "H", "H", "H", "H", "H", "O", "C", "O", "C", "C", "C", "H", "H", "H", "H", "H", "H", "O", "C", "O", "C", "C", "C", "H", "H", "H", "H", "H", "H", "O", "C", "O", "C", "C", "C", "H", "H", "H", "H", "H", "H"],
  "xyz": [[-0.43, -5.14, 2.14], [-0.32, -3.90, 1.59], [-0.57, -3.74, 0.15], [0.13, -2.68, -0.61], [-0.42, -2.84, -1.91], [0.05, -2.36, -2.93], [-1.69, -3.72, -1.82], [-2.02, -3.59, -0.31], [-2.65, -2.20, -0.11], [-4.07, -2.24, 0.44], [-5.09, -2.76, -0.59], [-5.60, -4.82, -0.32], [0.22, -5.94, 1.80], [-1.13, -5.39, 2.93], [-0.01, -3.05, 2.20], [-0.20, -4.65, -0.34], [-0.02, -1.75, -0.25], [-2.48, -3.42, -2.51], [-1.43, -4.76, -2.02], [-2.65, -4.38, 0.08], [-2.69, -1.64, -1.04], [-2.07, -1.58, 0.57], [-4.36, -1.20, 0.61], [-4.14, -2.77, 1.38], [-4.68, -2.61, -1.59], [-6.01, -2.19, -0.54], [2.44, -2.84, 3.69], [2.86, -2.04, 2.91], [2.03, -1.31, 2.11], [2.81, -0.53, 1.18], [4.18, -0.39, 1.83], [4.30, -1.70, 2.60], [2.85, -1.06, 0.23], [2.32, 0.43, 1.03], [4.98, -0.21, 1.12], [4.17, 0.45, 2.54], [4.72, -2.49, 1.98], [4.87, -1.60, 3.52], [0.45, 4.04, -3.00], [0.33, 2.88, -3.29], [0.96, 1.90, -2.62], [0.71, 0.62, -3.25], [-0.58, 0.82, -4.04], [-0.49, 2.29, -4.42], [1.56, 0.38, -3.90], [0.63, -0.14, -2.49], [-0.67, 0.14, -4.88], [-1.43, 0.66, -3.38], [0.06, 2.44, -5.36], [-1.46, 2.77, -4.48], [0.87, 10.21, -4.25], [1.27, 9.12, -3.96], [0.64, 7.98, -4.34], [1.29, 6.83, -3.75], [2.70, 7.30, -3.43], [2.48, 8.78, -3.11], [0.73, 6.54, -2.86], [1.27, 6.01, -4.46], [3.16, 6.73, -2.62], [3.34, 7.20, -4.31], [2.23, 8.94, -2.06], [3.33, 9.40, -3.39], [-2.52, -1.75, 3.44], [-1.83, -1.43, 4.36], [-1.80, -0.17, 4.85], [-0.80, -0.06, 5.87], [-0.59, -1.47, 6.39], [-0.85, -2.30, 5.13], [0.11, 0.36, 5.43], [-1.15, 0.62, 6.64], [0.40, -1.63, 6.82], [-1.33, -1.71, 7.15], [0.05, -2.43, 4.53], [-1.29, -3.27, 5.35]],
  "gap_ev": 8.626,
  "e_lumo_ev": 0.33,
  "e_homo_ha": -0.305,
  "smiles": "C=C[C@@H]1NC(=O)C[C@@H]1CCCI.O=C1CCCO1.O=C1CCCO1.O=C1CCCO1.O=C1CCCO1"
}



Entry 2:
{
  "formula": "C12H30F2LiNO10S2",
  "method": "ωB97M-V/def2-TZVPD",
  "species": ["Li", "N", "S", "O", "O", "F", "S", "O", "O", "F", "C", "O", "C", "C", "O", "C", "H", "H", "H", "H", "H", "H", "H", "H", "H", "H", "C", "O", "C", "C", "O", "C", "H", "H", "H", "H", "H", "H", "H", "H", "H", "H", "C", "O", "C", "C", "O", "C", "H", "H", "H", "H", "H", "H", "H", "H", "H", "H"],
  "xyz": [[-27.89, 11.98, 8.83], [-26.45, 12.17, 7.61], [-25.78, 11.37, 6.40], [-24.63, 10.65, 6.82], [-25.78, 12.04, 5.16], [-26.90, 10.23, 6.23], [-25.78, 13.66, 7.55], [-26.61, 14.65, 6.97], [-24.40, 13.63, 7.28], [-25.89, 13.94, 9.12], [-24.72, 10.96, 10.49], [-24.61, 11.50, 11.78], [-24.19, 10.56, 12.73], [-24.53, 11.05, 14.11], [-25.93, 11.17, 14.22], [-26.35, 11.65, 15.47], [-25.06, 11.72, 9.80], [-25.51, 10.19, 10.47], [-23.80, 10.55, 10.08], [-23.11, 10.36, 12.65], [-24.66, 9.57, 12.55], [-24.04, 12.02, 14.25], [-24.16, 10.32, 14.84], [-26.35, 10.87, 16.23], [-27.35, 12.07, 15.35], [-25.72, 12.48, 15.83], [-28.04, 13.65, 11.33], [-28.17, 12.38, 10.73], [-28.21, 11.30, 11.64], [-28.45, 9.98, 10.89], [-28.02, 10.09, 9.55], [-27.84, 8.80, 8.94], [-27.05, 13.80, 11.78], [-28.77, 13.76, 12.14], [-28.22, 14.40, 10.57], [-29.05, 11.42, 12.34], [-27.33, 11.28, 12.29], [-29.53, 9.77, 10.90], [-27.85, 9.23, 11.40], [-27.81, 8.97, 7.87], [-28.70, 8.17, 9.18], [-26.95, 8.33, 9.35], [-29.98, 10.81, 4.11], [-30.44, 11.56, 5.20], [-29.57, 12.64, 5.51], [-29.78, 13.07, 6.94], [-29.61, 12.01, 7.85], [-30.80, 11.27, 8.15], [-29.00, 10.34, 4.31], [-29.91, 11.40, 3.19], [-30.67, 9.98, 3.94], [-29.79, 13.49, 4.84], [-28.53, 12.33, 5.42], [-30.71, 13.63, 7.11], [-28.96, 13.78, 7.14], [-31.06, 10.61, 7.32], [-31.62, 11.97, 8.29], [-30.61, 10.69, 9.05]],
  "gap_ev": 10.008,
  "e_lumo_ev": 0.11,
  "e_homo_ha": -0.364
}



Entry 3:
{
  "formula": "C4H39O17",
  "method": "ωB97M-V/def2-TZVPD",
  "species": ["C", "C", "C", "O", "C", "O", "H", "H", "H", "H", "H", "H", "H", "H", "H", "H", "H", "O", "H", "H", "O", "H", "H", "O", "H", "H", "O", "H", "H", "O", "H", "H", "O", "H", "H", "O", "H", "H", "O", "H", "H", "O", "H", "H", "O", "H", "H", "O", "H", "H", "O", "H", "H", "O", "H", "H", "O", "H", "H", "O"],
  "xyz": [[1.19, 3.14, -0.82], [-0.08, 2.48, -0.39], [0.11, 0.95, -0.70], [-1.05, 0.25, -0.29], [2.37, 2.60, -0.13], [3.14, 1.91, -1.04], [1.00, 3.02, -1.95], [1.26, 4.24, -0.60], [-1.02, 2.74, -0.92], [-0.08, 2.56, 0.69], [0.98, 0.58, -0.07], [0.40, 0.57, -1.78], [-0.83, -0.49, 0.50], [3.02, 3.50, 0.32], [2.23, 1.99, 0.88], [2.81, -0.91, 1.34], [4.09, -1.61, 1.39], [3.68, -0.93, 0.90], [-1.94, 1.61, 4.07], [-1.14, 0.46, 3.68], [-1.04, 1.22, 4.25], [-1.70, -2.72, 2.99], [-0.34, -2.31, 3.40], [-1.07, -2.96, 3.64], [0.41, 0.52, -3.62], [-0.24, -0.98, -3.79], [-0.46, 0.01, -3.85], [0.97, -3.82, 1.98], [3.84, 1.38, -0.65], [1.06, -2.90, 1.66], [1.67, -0.43, 2.62], [1.09, -1.10, 1.50], [1.48, -0.16, 1.74], [0.15, -3.12, -1.57], [1.10, -3.17, -0.37], [0.98, -3.42, -1.31], [-2.43, 0.93, 2.15], [-1.10, 1.57, 1.50], [-1.96, 1.75, 1.88], [-2.89, -0.92, 3.63], [-2.11, -0.76, 2.12], [-2.93, -0.50, 2.74], [-4.24, 0.33, 1.09], [-3.77, 1.62, 0.45], [-4.53, 1.11, 0.58], [0.90, -2.64, -3.32], [2.00, -1.80, -3.78], [1.13, -2.14, -4.08], [2.67, 0.40, -2.35], [2.16, 1.53, -3.23], [2.12, 0.48, -3.11], [-2.59, -2.36, -1.16], [-1.78, -1.08, -1.29], [-1.73, -2.11, -1.58], [0.05, -2.60, 1.42], [-1.52, -2.16, 0.60], [-1.16, -1.73, 1.33], [-1.81, 2.24, -2.39], [-1.29, 1.71, -3.77], [-1.26, 2.44, -3.17]],
  "charge": -1,
  "gap_ev": 9.144,
  "e_lumo_ev": 2.45,
  "e_homo_ha": -0.246
}



Entry 4:
{
  "formula": "C14H15N9",
  "method": "ωB97M-V/def2-TZVPD",
  "species": ["N", "C", "N", "N", "N", "N", "N", "C", "C", "C", "C", "C", "C", "C", "C", "C", "N", "N", "N", "C", "C", "C", "C", "H", "H", "H", "H", "H", "H", "H", "H", "H", "H", "H", "H", "H", "H", "H"],
  "xyz": [[2.17, 4.61, -3.64], [1.56, 3.89, -2.89], [2.76, -3.50, -1.58], [2.97, -1.21, -1.58], [0.02, -1.27, 0.22], [-1.03, 0.70, 0.82], [-0.77, 2.62, -0.27], [3.50, -2.41, -1.79], [1.81, -1.51, -1.08], [-0.85, -0.58, 1.03], [-0.09, 3.37, -1.12], [0.96, 2.94, -1.95], [0.76, -0.54, -0.56], [1.34, 1.61, -1.92], [-0.42, 1.38, -0.24], [0.61, 0.81, -0.93], [1.79, -2.89, -1.01], [-0.50, 4.61, -0.99], [2.40, 1.27, -2.71], [-2.47, -2.52, 1.49], [-3.06, -0.49, 2.68], [-0.90, -1.64, 3.32], [-1.79, -1.29, 2.12], [4.51, -2.51, -2.05], [0.98, -3.40, -0.62], [-1.31, 4.77, -0.43], [-0.39, 5.22, -1.72], [2.96, 1.98, -3.11], [2.93, 0.31, -2.51], [-3.42, -2.87, 2.02], [-2.83, -2.17, 0.47], [-1.81, -3.38, 1.38], [-3.45, -0.74, 3.71], [-3.97, -0.59, 2.01], [-2.74, 0.51, 2.78], [-0.85, -0.68, 3.81], [-1.39, -2.42, 3.97], [0.03, -1.99, 2.89]],
  "gap_ev": 8.464,
  "e_lumo_ev": -0.54,
  "e_homo_ha": -0.331
}



Entry 5:
{
  "formula": "C16H35FeNO6P2S3Se",
  "method": "ωB97M-V/def2-TZVPD",
  "species": ["Fe", "O", "S", "O", "O", "O", "C", "C", "C", "P", "C", "C", "C", "C", "C", "C", "H", "H", "H", "H", "H", "H", "H", "H", "H", "H", "H", "H", "H", "H", "H", "H", "H", "H", "H", "H", "H", "Se", "C", "N", "C", "C", "C", "O", "P", "S", "S", "O", "C", "C", "C", "H", "H", "H", "H", "H", "H", "H", "H", "H", "H", "H", "H", "H", "H"],
  "xyz": [[1.02, -0.28, -0.41], [2.91, -3.04, -1.85], [3.06, -1.80, -1.12], [4.39, -1.33, -0.91], [2.22, -0.68, -1.84], [2.25, -1.84, 0.18], [-1.35, -3.88, 2.24], [-0.25, -2.96, 1.70], [0.20, -1.99, 2.79], [-0.64, -2.09, 0.12], [-2.39, -1.53, 0.05], [-2.63, -0.49, 1.14], [-3.51, -2.58, 0.01], [-0.34, -3.32, -1.22], [-0.84, -2.78, -2.56], [-0.81, -4.75, -0.97], [-0.95, -4.46, 3.07], [-1.73, -4.58, 1.49], [-2.19, -3.30, 2.62], [0.62, -3.56, 1.42], [-0.58, -1.26, 3.03], [1.10, -1.45, 2.51], [0.42, -2.55, 3.71], [-2.42, -1.01, -0.91], [-2.71, -0.95, 2.12], [-3.57, 0.04, 0.94], [-1.83, 0.25, 1.17], [-3.59, -3.13, 0.94], [-3.37, -3.29, -0.81], [-4.46, -2.06, -0.16], [0.76, -3.35, -1.27], [-1.93, -2.74, -2.60], [-0.50, -3.44, -3.36], [-0.45, -1.78, -2.77], [-1.90, -4.83, -0.89], [-0.37, -5.17, -0.07], [-0.50, -5.38, -1.81], [-3.01, 1.50, -2.60], [-1.44, 1.01, -1.93], [-0.43, 0.66, -1.47], [-0.46, 4.02, 2.46], [-0.24, 4.21, 0.97], [-1.22, 3.42, 0.14], [1.10, 3.88, 0.50], [2.23, 2.97, 1.17], [2.95, 3.61, 2.85], [1.50, 1.06, 1.42], [3.33, 2.97, 0.04], [3.33, 3.38, -1.35], [3.23, 4.89, -1.45], [2.29, 2.65, -2.17], [-1.48, 4.33, 2.69], [0.24, 4.61, 3.05], [-0.35, 2.97, 2.74], [-0.33, 5.27, 0.73], [-1.13, 2.35, 0.36], [-1.05, 3.57, -0.93], [-2.24, 3.74, 0.37], [4.32, 3.06, -1.68], [2.24, 5.24, -1.17], [3.43, 5.20, -2.48], [3.97, 5.36, -0.79], [1.28, 2.87, -1.83], [2.46, 1.57, -2.15], [2.37, 2.97, -3.21]],
  "charge": -1,
  "gap_ev": [8.098, 7.149],
  "e_lumo_ev": [2.41, 1.39],
  "e_homo_ha": [-0.209, -0.212],
  "multiplicity": 6
}



Entry 6:
{
  "formula": "C2H11NO2",
  "method": "ωB97M-V/def2-TZVPD",
  "species": ["C", "N", "C", "H", "H", "H", "H", "H", "H", "H", "H", "H", "O", "H", "H", "O"],
  "xyz": [[-1.38, 0.39, 0.20], [-0.78, 1.27, 1.17], [0.65, 1.40, 1.22], [-0.67, -0.36, -0.11], [-2.15, -0.25, 0.66], [-1.84, 0.91, -0.63], [-1.27, 1.30, 2.05], [1.16, 0.98, 0.36], [1.13, 1.00, 2.12], [0.94, 2.46, 1.17], [2.27, -2.15, 0.28], [1.12, -1.23, -0.46], [2.04, -1.37, -0.23], [-0.66, -2.11, -2.32], [-0.10, -1.06, -3.20], [-0.43, -1.16, -2.29]],
  "gap_ev": 8.526,
  "e_lumo_ev": 0.57,
  "e_homo_ha": -0.292,
  "smiles": "CNC.O.O"
}



Entry 7:
{
  "formula": "C5H9CdLiO4",
  "method": "ωB97M-V/def2-TZVPD",
  "species": ["O", "C", "C", "O", "C", "C", "O", "C", "Li", "H", "H", "H", "H", "H", "H", "H", "H", "Cd", "O", "H"],
  "xyz": [[0.08, 2.19, 1.79], [-0.61, 1.25, 2.36], [-0.95, 0.03, 1.80], [-0.61, -0.01, 0.41], [0.24, -1.04, -0.03], [0.68, -0.69, -1.43], [1.26, 0.60, -1.40], [1.78, 1.02, -2.64], [0.35, 1.68, 0.02], [-1.04, 1.47, 3.36], [-0.27, -2.02, -0.04], [1.12, -1.11, 0.63], [-0.18, -0.69, -2.12], [1.41, -1.44, -1.79], [2.26, 2.00, -2.49], [2.52, 0.30, -3.02], [0.97, 1.13, -3.38], [-1.63, -1.47, 3.04], [-3.42, -1.88, 2.81], [-3.94, -1.33, 2.12]],
  "gap_ev": 6.316,
  "e_lumo_ev": -0.33,
  "e_homo_ha": -0.244
}



Entry 8:
{
  "formula": "C30H49N7O11",
  "method": "ωB97M-V/def2-TZVPD",
  "species": ["C", "C", "C", "C", "C", "C", "N", "O", "C", "C", "C", "H", "H", "H", "H", "H", "H", "H", "H", "H", "H", "H", "H", "H", "H", "H", "H", "H", "H", "N", "O", "O", "O", "C", "C", "C", "C", "C", "C", "N", "O", "O", "H", "H", "H", "H", "H", "C", "C", "C", "C", "C", "C", "N", "O", "O", "H", "H", "H", "H", "H", "C", "O", "N", "C", "C", "H", "H", "H", "H", "H", "H", "H", "C", "O", "N", "C", "C", "H", "H", "H", "H", "H", "H", "H", "C", "O", "N", "C", "C", "H", "H", "H", "H", "H", "H", "H"],
  "xyz": [[1.36, -4.56, -3.02], [1.26, -3.41, -1.96], [1.53, -4.10, -0.47], [1.66, -3.14, 0.66], [2.35, -1.75, 0.03], [3.24, -2.01, -1.12], [2.35, -2.45, -2.23], [2.51, -2.15, -3.45], [4.44, -3.01, -0.90], [3.83, -0.71, -1.53], [-0.09, -2.71, -1.91], [1.34, -4.30, -4.05], [0.53, -5.18, -2.83], [2.18, -5.42, -2.96], [2.29, -4.89, -0.54], [0.62, -4.85, -0.27], [2.06, -3.60, 1.39], [0.72, -3.04, 0.96], [2.88, -1.30, 0.83], [1.55, -0.94, -0.24], [5.35, -2.33, -0.72], [4.51, -3.49, -1.92], [4.38, -3.55, -0.14], [3.02, -0.12, -1.85], [4.48, -0.94, -2.30], [4.42, -0.14, -0.87], [-0.17, -2.17, -2.93], [-0.09, -2.09, -1.28], [-0.82, -3.43, -1.67], [-0.64, 0.57, -0.05], [0.28, 1.17, -0.62], [-1.79, 0.49, -0.76], [-0.45, -0.19, 0.90], [0.33, -0.64, 4.05], [-0.96, -1.42, 4.07], [-1.16, -2.59, 5.13], [0.07, -2.89, 6.02], [1.27, -1.98, 5.97], [1.36, -0.92, 4.90], [-0.07, -3.86, 7.07], [-0.81, -4.72, 6.79], [0.83, -3.93, 7.87], [0.42, 0.16, 3.42], [-1.83, -1.53, 3.38], [-1.96, -3.21, 5.29], [2.06, -2.19, 6.58], [2.24, -0.27, 4.77], [-3.08, -0.57, -5.13], [-2.39, -0.27, -3.88], [-0.90, 0.20, -3.93], [-0.16, 0.27, -5.32], [-0.96, 0.13, -6.54], [-2.41, -0.35, -6.26], [1.30, 0.48, -5.35], [1.95, 0.80, -4.27], [1.79, 0.41, -6.43], [-4.08, -0.90, -5.11], [-2.72, -0.62, -2.92], [-0.40, 0.31, -3.04], [-0.57, 0.11, -7.62], [-2.83, -0.72, -7.17], [-3.88, -0.30, 1.96], [-3.99, -1.42, 2.51], [-4.59, 0.76, 2.38], [-4.48, 2.06, 1.62], [-5.56, 0.81, 3.54], [-3.29, -0.07, 1.13], [-5.13, 2.86, 1.58], [-4.24, 1.78, 0.56], [-3.42, 2.40, 2.05], [-6.57, 0.70, 3.12], [-5.41, 1.85, 4.07], [-5.51, -0.17, 4.18], [-1.90, 5.83, -0.18], [-1.89, 5.47, 1.01], [-1.94, 5.07, -1.10], [-2.11, 5.37, -2.57], [-1.86, 3.61, -0.94], [-1.89, 6.76, -0.30], [-3.06, 6.17, -2.78], [-2.19, 4.57, -3.15], [-1.36, 5.81, -3.11], [-1.29, 3.00, -1.78], [-2.83, 3.25, -1.19], [-1.12, 3.41, 0.12], [3.75, 4.34, 2.42], [4.93, 4.15, 2.47], [2.80, 3.54, 2.05], [1.40, 3.87, 1.79], [3.19, 2.22, 1.64], [3.30, 5.40, 2.93], [0.74, 3.48, 2.58], [0.98, 3.52, 0.76], [1.20, 4.99, 1.80], [2.57, 1.67, 0.97], [3.23, 1.57, 2.36], [4.00, 2.14, 0.99]],
  "gap_ev": 4.537,
  "e_lumo_ev": -4.01,
  "e_homo_ha": -0.314
}



What did we get for total energy? Answer: -2004.975317; -2285.985004; -1454.835216; -1035.267935; -6679.531707; -287.986664; -672.045930; -2382.437039 hartree, in the order shown.